Computed, not measured: 40 unconnected molecules or ions with the total composition H80O40 in a non-equilibrium geometry, with wB97M-V/def2-TZVPD.

Structure (XYZ):
```
120
Properties=species:S:1:pos:R:3:mulliken_charge:R:1
H 2.00 1.40 -6.27 0.265
H 1.14 2.24 -5.30 0.395
O 1.17 1.56 -5.91 -0.588
H -2.90 1.79 -4.26 0.163
H -2.25 2.92 -3.47 0.469
O -2.25 2.35 -4.17 -0.627
H 3.90 -4.66 -0.63 0.206
H 3.78 -4.07 0.57 0.318
O 3.43 -4.82 0.03 -0.529
H 0.56 4.85 1.09 0.326
H 0.44 6.43 1.66 0.280
O 0.95 5.54 1.73 -0.606
H -2.76 3.97 1.46 0.207
H -3.76 3.91 0.23 0.291
O -2.76 3.48 0.58 -0.564
H -0.13 -4.81 -2.64 0.396
O 0.23 -5.41 -1.98 -0.631
H -0.15 -4.02 -4.78 0.259
O 0.77 -3.84 -4.61 -0.536
H 1.85 -5.97 2.23 0.218
H 2.51 -5.27 3.47 0.270
O 2.11 -5.16 2.58 -0.524
H -0.57 -0.88 6.33 0.266
H -0.29 0.61 6.03 0.407
O -0.86 -0.07 6.44 -0.619
H -2.97 0.09 -3.33 0.322
H -3.82 -0.58 -2.26 0.261
O -3.89 0.07 -2.99 -0.629
H 4.46 1.12 3.21 0.293
H 5.58 1.89 2.40 0.302
O 5.16 1.71 3.23 -0.613
H -1.20 -1.78 -6.64 0.251
O -0.97 -2.04 -5.77 -0.521
H 5.84 2.33 -2.29 0.230
H 5.56 2.14 -0.74 0.309
O 5.19 2.18 -1.67 -0.494
H 1.86 -3.69 -0.37 0.442
H 0.74 -3.08 -1.09 0.108
O 1.63 -2.99 -0.98 -0.519
H -1.64 -2.16 2.17 0.278
H -0.51 -2.41 1.27 -0.045
O -0.89 -2.82 1.98 0.096
H 1.79 -1.76 -2.57 0.125
H 1.49 -2.33 -3.93 0.256
O 1.49 -1.58 -3.47 -0.457
H 0.54 3.03 -3.24 0.228
H -0.52 3.05 -4.43 0.434
O 0.35 3.16 -4.16 -0.740
H -4.55 -2.25 -4.15 0.316
H -3.11 -2.56 -5.07 0.333
O -3.90 -2.98 -4.34 -0.652
H -3.89 -1.56 0.18 0.330
O -4.69 -1.15 0.35 -0.634
H -0.98 -5.84 0.64 0.290
H -1.15 -4.54 0.75 0.287
O -1.56 -5.27 0.31 -0.679
H -2.47 -0.45 3.38 0.225
O -2.07 -0.47 2.55 -0.665
H 2.50 0.26 0.86 0.017
H 2.89 -0.50 2.12 0.247
O 3.05 0.26 1.61 -0.239
H 2.62 3.48 -1.96 0.340
H 2.10 2.25 -1.67 -0.063
O 1.64 3.16 -1.78 -0.451
H -1.63 -5.84 3.08 0.288
H -1.28 -4.49 3.72 0.281
O -1.01 -5.17 3.17 -0.512
H 5.44 0.18 1.15 0.317
H 6.11 -0.51 -0.24 0.301
O 6.21 0.31 0.37 -0.656
H -1.29 -1.88 -0.84 0.050
H -1.29 -2.41 -2.30 0.009
O -0.96 -2.71 -1.48 -0.094
H 2.14 4.56 4.62 0.346
H 1.43 3.71 3.54 0.289
O 1.25 4.17 4.45 -0.602
H -1.19 2.58 3.62 0.190
H -1.24 3.95 3.48 0.278
O -1.72 3.22 3.44 -0.475
H -1.16 4.28 -1.28 0.319
H 0.59 4.59 -1.60 0.330
O -0.40 4.91 -1.57 -0.640
H -0.16 1.73 -2.06 -0.207
H -0.78 1.20 -3.57 0.102
O -0.63 0.93 -2.52 0.422
H -5.81 1.67 -0.22 0.293
H -5.95 3.01 0.37 0.270
O -5.85 2.55 -0.39 -0.592
H -2.64 3.00 -1.51 0.371
O -3.35 3.26 -2.06 -0.644
H 1.72 1.60 4.86 0.239
H 1.22 2.30 6.13 0.297
O 1.22 1.50 5.65 -0.589
H -4.50 -0.80 1.24 0.395
H -0.49 -5.00 -1.45 0.279
H -1.12 0.06 2.76 0.241
H 1.23 -4.69 -4.77 0.231
H -0.21 -1.40 -5.55 0.267
H -4.27 3.23 -1.69 0.265
O 3.69 3.79 1.39 -0.568
H 4.02 3.52 2.16 0.284
H 4.41 4.05 0.61 0.296
O 2.33 0.55 -2.53 -0.554
H 1.87 0.33 -3.39 0.356
H 2.16 -0.08 -1.82 0.109
O 1.18 -2.70 3.47 -0.789
H 0.32 -2.70 2.95 0.322
H 1.69 -3.46 3.41 0.335
O -0.50 -0.32 0.00 0.213
H -0.45 0.58 -0.36 -0.336
H 0.03 -0.94 -0.66 0.214
O -1.13 -2.67 4.82 -0.774
H -0.12 -2.85 4.57 0.605
H -1.38 -2.17 4.05 0.229
O -4.85 0.56 2.48 -0.669
H -4.22 0.74 1.86 0.310
H -4.69 0.03 3.30 0.303
O 0.56 2.89 1.65 0.191
H 1.34 3.21 1.07 0.148
H 0.66 3.09 2.51 -0.316
```

The calculation puts the orbital gap at 0.3679 Ha. For the energy above the lowest of the compared OMol25 structures with the same formula, charge and spin, the calculation gives 393.69 kcal per mole. For the LUMO energy, the calculation gives -0.653 eV.



Computed, not measured: a molecular structure, C8H18ClIN2O3PTb in a non-equilibrium geometry, with wB97M-V/def2-TZVPD.

Structure (XYZ):
```
35
Properties=species:S:1:pos:R:3:mulliken_charge:R:1
C -3.52 2.43 -5.25 -0.910
C -3.28 1.35 -4.23 0.514
H -4.36 2.12 -5.88 0.307
H -2.63 2.57 -5.87 0.327
H -3.78 3.37 -4.74 0.325
O -3.85 0.30 -4.06 -0.394
I -1.59 1.80 -2.86 -0.100
Tb 0.01 -0.05 0.53 1.011
P 1.93 -1.46 -0.62 0.636
C 2.24 -3.25 -0.62 -1.108
C 1.53 -1.13 -2.41 -1.143
H 3.58 0.34 -0.59 0.343
H 4.33 -1.13 -1.30 0.413
H 4.06 -1.00 0.47 0.360
C 3.64 -0.76 -0.52 -1.132
H 1.38 -0.05 -2.55 0.353
H 2.30 -1.49 -3.11 0.395
H 2.97 -3.61 -1.37 0.370
H 1.29 -3.79 -0.78 0.363
H 0.57 -1.62 -2.66 0.414
H 2.60 -3.56 0.38 0.377
C 0.03 -2.51 1.70 0.175
O -0.25 -3.48 2.26 -0.062
Cl 1.05 2.02 -0.23 -0.306
C -2.53 1.19 4.60 -0.768
N -1.08 1.39 4.49 -0.229
C -0.40 0.93 3.45 1.006
N 0.96 1.09 3.40 -0.269
O -0.98 0.34 2.46 -0.627
H -2.88 0.64 3.72 0.264
H -3.03 2.16 4.65 0.315
H -2.73 0.61 5.51 0.315
H -0.57 1.91 5.24 0.245
H 1.57 0.78 2.64 -0.001
H 1.43 1.60 4.15 0.223
```

Its multiplicity is 7. The charge is +2. The calculation puts the orbital gap (alpha / beta) at 0.2464 / 0.2568 Ha. For the LUMO energy (alpha / beta), the calculation gives -8.029 / -7.750 eV. Its expectation value of S² is 12.720.



Computed, not measured: a single C6H12O molecule, with wB97M-V/def2-TZVPD.

Structure (XYZ):
```
19
Properties=species:S:1:pos:R:3:mulliken_charge:R:1
C -2.86 0.28 -0.11 -1.253
C -1.52 0.65 0.54 -0.366
C -0.37 -0.26 0.12 -0.456
C 0.93 0.07 0.84 -0.748
C 2.16 -0.68 0.26 -0.260
C 2.68 0.20 -0.84 -0.552
O 2.17 -0.25 -1.98 -0.306
H -2.79 0.32 -1.20 0.313
H -3.16 -0.73 0.17 0.317
H -3.65 0.97 0.20 0.363
H -1.63 0.62 1.64 0.284
H -1.27 1.69 0.29 0.318
H -0.23 -0.19 -0.97 0.262
H -0.64 -1.31 0.32 0.291
H 0.83 -0.14 1.91 0.378
H 1.86 -1.69 -0.08 0.317
H 2.93 -0.78 1.03 0.329
H 1.12 1.15 0.77 0.357
H 2.44 0.35 -2.68 0.413
```

The calculation puts the orbital gap at 0.3472 Ha. For the energy above the lowest of the compared OMol25 structures with the same formula, charge and spin, the calculation gives 60.49 kcal per mole. For the LUMO energy, the calculation gives 0.925 eV.



Computed, not measured: a molecular structure, C17H24B2CaF4N5O8S in a non-equilibrium geometry, with wB97M-V/def2-TZVPD.

Structure (XYZ):
```
62
Properties=species:S:1:pos:R:3:mulliken_charge:R:1
Ca -0.12 0.78 -0.04 1.923
C -1.63 -0.94 -3.78 -1.479
C -0.82 -0.66 -2.56 0.366
N -1.24 -0.56 -1.35 0.315
O -2.56 -0.78 -1.07 -0.315
B -2.91 -0.63 0.34 0.458
F -2.97 0.78 0.64 -0.190
F -4.15 -1.16 0.53 -0.342
O -2.02 -1.22 1.39 -0.378
N -0.82 -0.61 1.49 0.358
C -0.05 -0.85 2.49 0.249
C -0.44 -1.67 3.68 -2.121
C 1.30 -0.27 2.36 0.590
N 1.56 0.18 1.20 0.433
O 2.76 0.72 0.89 -0.546
B 2.69 1.39 -0.44 0.480
F 1.55 2.30 -0.35 -0.422
F 3.84 2.09 -0.61 -0.315
O 2.46 0.51 -1.60 -0.417
N 1.13 0.24 -1.71 0.182
C 0.64 -0.43 -2.68 0.270
C 1.40 -0.96 -3.85 -1.508
C 2.29 -0.28 3.49 -1.678
H -2.69 -0.79 -3.55 0.351
H -1.52 -1.97 -4.14 0.058
H -1.33 -0.29 -4.59 0.490
H -1.45 -2.05 3.52 0.389
H -0.43 -1.06 4.59 0.452
H 0.25 -2.51 3.82 0.411
H 2.44 -0.63 -3.77 0.408
H 0.96 -0.61 -4.78 0.328
H 1.36 -2.05 -3.85 0.192
H 1.95 -0.86 4.34 0.448
H 2.48 0.74 3.81 0.296
H 3.24 -0.69 3.13 0.331
C -2.78 3.46 -0.75 -0.913
O -1.53 2.87 -0.32 -0.131
C -1.20 2.76 0.91 0.481
C -2.11 3.34 1.94 -1.551
H -2.82 4.52 -0.52 0.342
H -3.61 2.93 -0.27 0.376
H -2.84 3.31 -1.83 0.277
H -2.65 4.23 1.61 0.407
H -1.55 3.57 2.85 0.358
H -2.83 2.56 2.18 0.283
N 0.22 -3.36 -0.17 -0.270
C -0.51 -3.74 -1.30 0.633
C 0.15 -4.05 -2.49 -0.664
C -0.58 -4.33 -3.63 -0.469
C -1.96 -4.30 -3.59 -0.532
C -2.62 -4.02 -2.42 -0.423
C -1.91 -3.76 -1.26 -0.419
S -2.81 -4.39 -5.18 1.354
O -2.29 -5.59 -5.84 -0.723
O -4.24 -4.44 -4.89 -0.744
O -2.37 -3.14 -5.81 -0.689
H 1.15 -3.74 -0.12 0.232
H -0.29 -3.44 0.70 0.228
H 1.23 -4.05 -2.51 0.331
H -0.11 -4.56 -4.57 0.359
H -3.70 -3.99 -2.43 0.523
H -2.43 -3.54 -0.35 0.276
```

The charge is -1. The calculation puts the orbital gap at 0.2590 Ha. For the LUMO energy, the calculation gives 1.890 eV.



Computed, not measured: a single C3H6O4S molecule in a non-equilibrium geometry, with wB97M-V/def2-TZVPD.

Structure (XYZ):
```
14
Properties=species:S:1:pos:R:3:mulliken_charge:R:1
O -1.42 -0.68 -0.79 -0.572
C -1.27 0.41 0.12 -0.440
C 0.26 0.78 0.37 0.705
O 0.53 2.01 0.01 -0.478
O 1.06 0.32 1.46 -0.454
C 1.38 -0.19 0.21 0.362
O 0.82 -1.65 0.17 -0.563
S 2.91 0.12 -0.58 -0.225
H -0.72 -1.43 -0.61 0.406
H -1.69 1.36 -0.36 0.294
H -1.92 0.34 1.17 0.196
H 1.48 2.07 -0.02 0.304
H 1.34 -2.06 0.85 0.309
H 3.56 -0.30 0.48 0.157
```

The structure (SMILES) is OC[C@@]1(O)O[C@]1(O)S. The calculation puts the orbital gap at 0.3871 Ha. For the energy above the lowest of the compared OMol25 structures with the same formula, charge and spin, the calculation gives 59.87 kcal per mole. For the LUMO energy, the calculation gives 0.329 eV.



Computed, not measured: 3 unconnected molecules or ions with the total composition CH10N2O2 in a non-equilibrium geometry, with wB97M-V/def2-TZVPD.

Structure (XYZ):
```
15
Properties=species:S:1:pos:R:3:mulliken_charge:R:1
N -1.03 1.59 2.68 -0.506
C -0.50 1.52 1.33 -0.408
N 0.82 1.02 1.05 -0.481
H -0.52 2.26 3.20 0.210
H -1.28 0.76 3.15 0.189
H -0.40 2.58 1.02 0.292
H -1.25 1.08 0.68 0.349
H 0.94 0.08 0.69 0.194
H 1.52 1.18 1.76 0.168
O 3.15 0.05 -1.81 -0.634
H 3.64 0.85 -1.87 0.310
H 2.37 0.11 -2.38 0.317
O -2.61 -3.68 -2.51 -0.638
H -2.71 -2.98 -3.15 0.318
H -1.73 -4.05 -2.55 0.320
```

The structure (SMILES) is NCN.O.O. The calculation puts the orbital gap at 0.3459 Ha. For the energy above the lowest of the compared OMol25 structures with the same formula, charge and spin, the calculation gives 16.58 kcal per mole. For the LUMO energy, the calculation gives 0.652 eV.